Entry 1:
The following is a DFT calculation (ωB97M-V/def2-TZVPD) of 2 unconnected molecules or ions with the total composition C2H3ClN2O.

Last column: natural (NBO) charge in e.
Cartesian coordinates (Å):
C 1.068 -0.775 0.472  -0.0512
N 2.187 -0.682 0.217  0.2040
O 3.255 -0.302 -0.180  -0.4044
H 0.186 -0.752 1.038  0.2498
H -2.493 -0.234 0.528  0.3772
N -1.924 -0.285 -0.332  -0.6125
C -1.098 0.545 -0.620  0.1788
Cl -0.546 1.971 0.447  -0.1385
H -0.636 0.514 -1.571  0.1968

Calculated values
frontier orbital gap = 10.579 eV
net charge = 0
HOMO level = -10.08 eV

---

Entry 2:
The following is a DFT calculation (ωB97M-V/def2-TZVPD) of 2 unconnected molecules or ions with the total composition C2H3ClN2O.

Last column: natural (NBO) charge in e.
Cartesian coordinates (Å):
O 0.240 1.777 0.183  -0.5742
N 1.432 1.165 0.540  -0.1298
C 1.825 0.180 -0.176  -0.0825
Cl 3.149 -0.646 0.191  0.0982
H 0.150 2.724 0.452  0.4914
H 1.246 -0.040 -1.036  0.1976
C 0.287 -3.090 0.323  0.0643
N -0.563 -2.507 -0.169  -0.3059
H 0.879 -3.800 0.907  0.2411

Calculated values
frontier orbital gap = 10.419 eV
net charge = 0
HOMO level = -9.63 eV